(1)
One molecule with the formula C21H34N2O5S. Source: OMol25; level of theory: the ωB97M-V functional and the def2-TZVPD basis.

Last column: Löwdin charge in e.
Cartesian coordinates (Å):
C 1.643 -1.886 -1.851  -0.0690
H 0.692 -2.157 -2.323  0.0808
O 1.828 -2.600 -0.646  -0.1288
C 2.243 -3.929 -0.794  -0.4079
O 2.673 -4.405 0.443  -0.1258
C 3.770 -3.693 0.985  -0.0723
H 4.636 -3.757 0.317  0.0927
H 3.999 -4.174 1.934  0.0898
H 3.513 -2.644 1.147  0.0907
C 1.097 -4.861 -1.245  -0.0835
N 0.002 -4.775 -0.315  0.0883
C -1.004 -3.884 -0.500  -0.4501
O -1.219 -3.362 -1.576  0.0603
C -1.873 -3.699 0.742  -0.2278
C -3.167 -2.946 0.419  -0.1416
C -2.900 -1.488 0.054  -0.1570
H -2.335 -1.465 -0.877  0.1034
C -2.121 -0.777 1.160  -0.2996
C -0.815 -1.520 1.442  -0.1462
C -1.100 -2.962 1.845  -0.1344
H -0.158 -3.470 2.059  0.1098
H -1.702 -2.975 2.759  0.1218
H -0.178 -1.520 0.556  0.1048
H -0.263 -1.009 2.233  0.1186
C -1.869 0.695 0.808  -0.1972
N -0.941 0.900 -0.283  -0.1197
S 0.543 1.564 0.108  0.6883
O 1.449 1.208 -0.953  -0.3035
O 0.927 1.187 1.441  -0.2930
C 0.166 3.320 0.009  -0.1727
C -0.333 3.789 -1.206  -0.2333
C -0.650 5.136 -1.321  -0.0030
C -0.480 6.017 -0.264  -0.2591
C 0.030 5.524 0.927  -0.0057
C 0.364 4.183 1.085  -0.2278
C 0.927 3.740 2.398  -0.0493
H 0.269 3.019 2.878  0.0795
H 1.883 3.243 2.257  0.0841
H 1.058 4.595 3.058  0.0797
H 0.178 6.199 1.757  0.1163
C -0.809 7.470 -0.417  -0.0444
H 0.046 7.999 -0.839  0.0875
H -1.653 7.608 -1.089  0.0786
H -1.043 7.920 0.545  0.0772
H -1.036 5.506 -2.260  0.1190
C -0.541 2.893 -2.384  -0.0509
H 0.298 2.213 -2.493  0.0642
H -1.439 2.294 -2.241  0.0817
H -0.653 3.482 -3.291  0.0825
H -0.846 0.106 -0.897  0.1048
H -1.447 1.211 1.674  0.1136
H -2.820 1.177 0.548  0.1232
H -2.730 -0.786 2.073  0.1496
H -3.852 -0.978 -0.115  0.1190
H -3.671 -3.439 -0.414  0.1191
H -3.825 -2.991 1.291  0.1194
H -2.129 -4.704 1.100  0.1479
H 0.238 -5.044 0.628  0.1350
H 1.472 -5.886 -1.283  0.1297
H 0.731 -4.556 -2.226  0.1255
H 3.070 -3.977 -1.539  0.1604
H 2.464 -2.084 -2.548  0.0967
H 1.643 -0.830 -1.581  0.0598

Results
- Structure (SMILES): COC(CNC(=O)[C@H]1CC[C@@H](CNS(=O)(=O)c2c(C)cc(C)cc2C)CC1)OC
- Gap between HOMO and LUMO: 9.94 eV
- Relative energy (zero: lowest compared OMol25 entry of this formula, charge and spin): 16.6 kJ/mol
- E_LUMO: 0.78 eV
- HOMO energy: -9.156 eV

***

(2)
C21H34N3O2PdSe2Te as an isolated structure. Source: OMol25; level of theory: the ωB97M-V functional and the def2-TZVPD basis.

Last column: Löwdin spin population.
Cartesian coordinates (Å):
Pd 0.128 -0.288 -0.347  1.0339
O -0.160 2.276 4.802  0.0009
C 0.366 0.969 4.670  -0.0002
C 0.224 0.558 3.199  0.0094
C -1.260 0.675 2.845  0.0064
O -1.547 -0.118 1.689  0.0629
C 0.676 -0.907 3.144  0.0883
Se 0.954 -1.711 1.398  0.8361
C 1.171 1.463 2.382  0.0487
Se 0.574 2.159 0.667  0.5765
H -0.082 2.563 5.717  0.0000
H -0.178 0.260 5.304  -0.0001
H 1.426 0.933 4.950  0.0003
H -1.524 1.720 2.686  0.0025
H -1.842 0.293 3.689  0.0012
H -2.463 0.017 1.420  0.0009
H -0.020 -1.567 3.664  0.0121
H 1.653 -1.025 3.622  0.0193
H 2.122 0.953 2.224  0.0037
H 1.372 2.371 2.953  0.0156
C -3.283 -2.830 -3.906  0.0008
C -1.854 -3.049 -3.452  0.0013
N -1.496 -2.012 -2.495  0.0130
C -2.019 -0.756 -2.492  0.0153
N -1.647 0.069 -1.538  0.0712
C -2.311 1.370 -1.499  0.0053
C -2.527 1.906 -2.901  0.0009
C -3.387 0.921 -3.657  0.0006
N -2.893 -0.444 -3.473  0.0102
C -3.389 -1.420 -4.443  0.0014
H -3.960 -2.958 -3.058  0.0000
H -3.563 -3.547 -4.677  0.0001
H -1.178 -3.023 -4.312  0.0001
H -1.726 -4.014 -2.964  0.0000
H -1.082 -2.288 -1.618  0.0082
H -1.698 2.048 -0.910  0.0019
H -3.275 1.294 -0.980  0.0007
H -1.559 2.025 -3.394  0.0002
H -3.018 2.879 -2.883  0.0001
H -3.394 1.132 -4.728  0.0002
H -4.423 0.974 -3.307  0.0002
H -2.824 -1.324 -5.376  0.0006
H -4.426 -1.161 -4.664  0.0001
C 6.611 -4.018 -2.801  0.0061
C 5.585 -2.960 -2.504  0.0337
C 5.960 -1.670 -2.156  -0.0031
C 5.023 -0.678 -1.887  0.0384
C 5.516 0.701 -1.523  0.0254
C 3.661 -1.007 -1.966  0.0891
Te 2.293 0.548 -1.611  0.8737
C 3.253 -2.298 -2.320  0.0329
C 1.804 -2.686 -2.443  0.0202
C 4.227 -3.250 -2.584  -0.0036
H 7.607 -3.703 -2.494  0.0000
H 6.642 -4.230 -3.871  0.0022
H 6.374 -4.952 -2.291  0.0013
H 7.014 -1.426 -2.083  -0.0003
H 6.594 0.692 -1.374  0.0015
H 5.061 1.070 -0.602  0.0119
H 5.299 1.426 -2.311  0.0051
H 1.291 -2.598 -1.479  0.0068
H 1.715 -3.719 -2.778  0.0009
H 1.267 -2.053 -3.151  0.0077
H 3.916 -4.252 -2.861  -0.0006

Results
- Gap between HOMO and LUMO (alpha / beta): 8.12 / 5.59 eV
- Relative energy (zero: lowest compared OMol25 entry of this formula, charge and spin): 6.3 kJ/mol
- Spin multiplicity: 5
- E_LUMO (alpha / beta): -1.83 / -4.86 eV
- HOMO energy (alpha / beta): -9.951 / -10.456 eV
- Charge: +1

***

(3)
A 6-piece molecular cluster, C21H34O9 overall at a distorted geometry. Source: OMol25; level of theory: the ωB97M-V functional and the def2-TZVPD basis.

Last column: Löwdin charge in e.
Cartesian coordinates (Å):
C 3.849 10.992 2.052  0.1105
C 2.316 10.815 2.221  -0.1419
C 1.687 9.542 2.732  -0.4696
O 0.532 9.422 2.755  0.1457
C 2.618 8.484 3.084  0.1453
C 4.247 8.770 2.965  -0.0496
C 4.819 9.971 2.425  -0.4599
O 5.985 10.167 2.418  0.1303
O 5.155 7.751 3.213  0.1040
O 1.437 11.669 1.655  0.0415
H 4.176 11.866 1.669  0.0653
H 2.186 7.574 3.631  0.1064
H 4.640 7.141 3.627  -0.0050
H 0.459 11.461 2.005  0.1880
C 3.146 13.328 4.927  -0.0280
C 2.221 12.474 5.722  -0.5890
O 2.668 11.370 5.998  0.0304
C 0.826 12.822 5.867  -0.0140
H 2.951 14.437 5.443  0.1407
H 2.529 13.122 3.874  0.1375
H 4.209 12.980 4.835  0.0818
H 0.243 12.283 5.081  0.1254
H 0.838 13.844 5.915  0.0512
H 0.512 12.471 6.792  0.0754
C 1.026 4.644 2.615  -0.0451
C 0.513 4.884 3.962  -0.4765
O 0.100 6.040 4.307  -0.0006
C 0.490 3.713 4.953  -0.0483
H 1.970 5.157 2.317  0.0921
H 0.248 5.024 1.902  0.1111
H 1.194 3.553 2.521  0.0856
H 1.516 3.296 5.111  0.0786
H -0.188 2.728 4.649  0.1429
H 0.179 3.883 5.974  0.0564
C 3.106 6.202 6.480  0.0379
C 4.060 5.557 5.478  -0.4381
O 3.797 5.452 4.297  0.0422
C 5.301 4.916 6.023  0.0073
H 3.049 5.770 7.406  0.0646
H 2.088 6.173 6.067  0.0913
H 3.244 7.128 6.667  0.0134
H 6.018 5.656 6.261  0.0582
H 5.685 4.227 5.245  0.1017
H 4.907 4.239 6.786  0.0975
C 6.081 9.804 6.333  -0.0336
C 7.055 8.794 6.649  -0.5669
O 7.096 8.288 7.788  0.0239
C 7.790 8.065 5.652  -0.0438
H 6.003 10.835 6.916  0.1334
H 5.069 9.389 6.449  0.0763
H 6.177 9.984 5.106  0.1255
H 8.164 8.798 4.878  0.1035
H 7.169 7.228 5.166  0.1034
H 8.542 7.455 6.157  0.0918
C 9.014 12.807 5.520  -0.0326
C 9.260 13.291 4.206  -0.4444
O 10.275 14.041 3.885  -0.0161
C 8.309 12.764 3.045  -0.0039
H 7.996 13.028 5.743  0.0854
H 9.705 13.139 6.190  0.0579
H 9.198 11.697 5.286  0.1341
H 8.654 13.079 2.109  0.0496
H 7.284 13.376 3.244  0.1304
H 8.029 11.761 3.253  0.0315

Results
- Structure (SMILES): O=C1C=C(O)C(=O)C=C1O.CC(C)=O.CC(C)=O.CC(C)=O.CC(C)=O.CC(C)=O
- Gap between HOMO and LUMO: 6.76 eV
- Relative energy (zero: lowest compared OMol25 entry of this formula, charge and spin): 38.5 kJ/mol
- E_LUMO: -1.98 eV
- HOMO energy: -8.732 eV

***

(4)
C21H35AlCl2F13MgN3O7P as an isolated structure at a distorted geometry. Source: OMol25; level of theory: the ωB97M-V functional and the def2-TZVPD basis.

Last column: Löwdin charge in e.
Cartesian coordinates (Å):
C -3.183 0.135 2.370  -0.1289
C -3.136 1.486 1.662  -0.7066
Cl -2.481 2.694 2.810  0.6558
C -2.437 1.520 0.289  -0.1389
C -1.286 0.524 0.066  -0.4107
N -0.768 1.017 -1.259  0.1016
C -1.540 -0.931 -0.261  -0.0570
N -0.781 -1.628 0.515  0.1742
C 0.093 -0.939 1.455  -0.1174
C 1.466 -1.590 1.673  -0.4022
F 1.702 -2.505 0.729  0.1141
F 1.350 -2.287 2.867  -0.1223
C 2.644 -0.621 1.826  -0.3510
F 2.986 -0.157 0.615  0.1600
F 2.342 0.380 2.681  0.1528
C 3.959 -1.266 2.401  -0.5575
F 4.325 -2.348 1.746  0.1898
F 4.912 -0.325 2.177  0.1441
F 3.896 -1.438 3.710  0.1909
C -0.040 0.538 1.008  -0.0181
H -3.552 -0.638 1.685  -0.0170
H -3.916 0.184 3.176  0.0920
H -2.235 -0.118 2.843  0.0677
H -4.172 1.772 1.488  0.1017
H -1.999 2.515 0.189  0.1257
H -3.140 1.428 -0.540  0.1239
H -0.142 0.344 -1.683  0.0968
H -0.314 1.923 -1.168  0.0751
H -2.255 -1.357 -0.974  -0.0391
H -0.775 -2.647 0.503  0.1964
H -0.364 -1.001 2.449  0.1629
H 0.084 1.328 1.742  0.1295
H 0.777 0.682 0.306  0.0889
C 2.742 2.915 0.322  -0.2139
O 1.587 2.641 -0.211  -0.0037
H 3.579 3.150 -0.398  0.1238
H 2.780 3.809 0.991  0.1509
H 3.207 2.115 0.938  0.0887
Mg -3.915 -1.894 -0.511  1.0113
O 2.165 2.410 -3.018  -0.0422
H 2.363 2.544 -2.088  -0.0325
H 3.018 2.489 -3.456  0.0501
Cl 2.183 -4.402 2.855  0.1039
C -5.104 -3.872 -6.689  -0.0064
C -4.443 -4.742 -5.641  -0.3004
C -5.349 -5.772 -5.021  -0.0760
O -4.781 -5.932 -3.711  0.0976
C -4.168 -4.784 -3.407  -0.5791
O -3.777 -4.502 -2.307  0.0492
O -4.057 -3.976 -4.475  0.0872
H -5.820 -4.442 -7.280  0.0951
H -5.611 -3.023 -6.233  0.0955
H -4.360 -3.469 -7.374  0.0876
H -3.542 -5.206 -6.048  0.1615
H -5.346 -6.715 -5.563  0.1495
H -6.381 -5.420 -4.906  0.0990
C 7.587 -1.228 4.235  -0.2839
O 8.389 -1.448 5.320  -0.5468
H 7.987 -0.537 3.475  0.0746
H 7.337 -2.117 3.633  0.0774
H 6.591 -0.798 4.443  0.0537
N 4.072 3.396 3.614  0.0342
C 5.297 3.549 4.165  -0.0375
C 5.351 4.821 4.741  -0.0324
C 4.115 5.433 4.523  -0.0388
C 3.327 4.530 3.822  -0.0450
H 3.755 2.576 3.127  0.1234
H 6.032 2.763 4.111  0.1310
H 6.198 5.240 5.256  0.1143
H 3.816 6.419 4.835  0.1166
H 2.315 4.605 3.461  0.1221
Al 8.959 -1.654 7.045  0.6323
F 0.619 7.053 -3.248  -0.1955
P 1.001 5.873 -2.168  0.3932
F 2.284 5.056 -1.448  -0.2277
F -0.376 6.339 -1.380  -0.2155
F 0.175 4.432 -1.975  -0.2321
F 1.748 7.066 -1.316  -0.1990
F 1.550 5.219 -3.569  -0.1905
C -9.390 -5.441 -4.111  -0.2305
O -8.200 -4.907 -4.250  -0.0340
H -10.208 -4.707 -3.870  0.1502
H -9.812 -5.933 -5.019  0.1195
H -9.506 -6.196 -3.313  0.0929

Results
- Gap between HOMO and LUMO: 1.38 eV
- E_LUMO: -8.71 eV
- HOMO energy: -10.083 eV
- Charge: +1